Record 1
12
Properties=species:S:1:pos:R:3:forces:R:3 method="wB97M-V/def2-TZVPD" gap_ev="7.735 / 7.733" energy_ev=-6757.2789 charge=+1 max_force_ev_per_a=4.46 e_lumo_ev="-5.94 / -5.94" homo_ev="-13.679 / -13.677"
H 1.506 -1.121 2.077 -0.680 0.914 -2.093
H -2.015 1.002 -1.204 -0.097 2.145 -0.692
H -3.147 0.100 1.409 0.961 -0.028 0.113
C 2.476 0.399 -0.697 0.914 1.554 0.394
C -1.068 -0.125 0.428 4.066 -0.694 -1.363
C -2.175 0.037 0.912 -4.190 0.223 1.510
H -2.252 -0.799 -1.435 0.503 1.636 1.882
H 2.599 -0.403 -1.343 0.599 -0.944 -1.850
H 2.920 1.407 -0.848 -0.624 -0.814 0.283
C 1.175 -0.593 1.082 -2.628 -0.748 2.826
N 1.918 0.004 0.348 0.198 0.637 -0.320
C -1.936 0.093 -0.729 0.977 -3.881 -0.690



Record 2
12
Properties=species:S:1:pos:R:3:forces:R:3 method="wB97M-V/def2-TZVPD" gap_ev=9.596 energy_ev=-6758.8096 charge=+1 max_force_ev_per_a=6.18 e_lumo_ev=-5.35 homo_ev=-14.946
C 1.520 0.688 -0.174 -2.824 0.246 3.086
H -1.578 1.643 0.129 -0.920 0.288 0.517
C -0.013 0.538 -0.357 3.997 -2.889 -1.250
H 1.537 1.394 0.662 1.572 -0.057 -0.060
H -2.200 -0.983 -0.799 -2.660 -0.941 -3.744
C -1.789 -0.603 0.011 5.625 -0.174 2.555
C 0.114 -0.891 -0.403 -3.075 0.258 1.663
H 2.107 -1.426 0.708 -1.133 0.147 -0.040
N -1.189 0.724 0.053 -2.114 1.691 -0.577
C 1.325 -0.823 0.205 0.729 0.543 -0.928
H -1.958 -1.045 0.955 -0.587 -0.210 0.910
H 2.122 0.785 -0.990 1.391 1.099 -2.133